## A
C6H11NO | wB97M-V/def2-TZVPD

Last column: Löwdin charge in e.
CARTESIAN COORDINATES (ANGSTROEM)
O  2.261  -2.730  -0.779  0.02
C  1.645  -1.833  -0.242  -0.37
N  0.367  -1.506  -0.525  0.06
C  -0.456  -0.600  0.269  -0.38
C  -0.445  0.841  -0.318  -0.17
C  0.769  1.619  0.062  -0.19
C  0.885  2.932  0.219  0.00
C  -1.878  -1.148  0.303  -0.05
H  2.111  -1.182  0.511  0.13
H  -0.127  -2.050  -1.216  0.14
H  -0.031  -0.530  1.270  0.14
H  -0.607  0.755  -1.396  0.12
H  -1.367  1.345  -0.001  0.11
H  1.614  1.043  0.424  0.08
H  0.119  3.650  -0.055  0.06
H  1.819  3.337  0.597  0.05
H  -1.919  -2.048  0.922  0.08
H  -2.576  -0.390  0.643  0.08
H  -2.180  -1.505  -0.689  0.08

Properties
HOMO level: -9.733 eV
Total charge: 0
SMILES: C=CC[C@@H](C)NC=O

=====

## B
C6H11NO | wB97M-V/def2-TZVPD

Last column: Löwdin charge in e.
CARTESIAN COORDINATES (ANGSTROEM)
O  1.288  3.234  0.633  0.03
C  1.353  2.204  -0.014  -0.22
C  0.242  1.072  -0.257  -0.31
C  0.694  -0.434  -0.157  -0.15
C  -0.313  -1.294  0.593  -0.36
C  0.088  -2.006  1.694  0.04
C  -1.737  -1.199  0.097  -0.07
N  -0.059  1.357  -1.675  0.02
H  2.109  2.239  -0.745  0.09
H  -0.623  1.234  0.521  0.17
H  1.652  -0.418  0.388  0.11
H  1.004  -0.800  -1.134  0.11
H  -0.662  -2.490  2.443  0.09
H  1.100  -1.980  2.036  0.04
H  -2.445  -0.831  0.806  0.07
H  -1.980  -2.287  -0.156  0.11
H  -1.835  -0.771  -0.831  0.03
H  -0.376  2.320  -1.851  0.09
H  0.498  0.849  -2.389  0.10

Properties
HOMO level: -9.023 eV
Total charge: 0
SMILES: C=C(C)C[C@H](N)C=O

=====

## C
C6H11NO | wB97M-V/def2-TZVPD

Last column: Löwdin charge in e.
CARTESIAN COORDINATES (ANGSTROEM)
C  -1.648  1.365  0.309  -0.11
C  -2.119  0.000  -0.209  -0.14
C  -1.019  -1.054  -0.048  -0.46
C  1.291  -1.499  0.649  -0.07
C  1.293  -0.448  -0.460  -0.25
C  2.121  0.816  -0.372  -0.07
H  -0.698  1.798  -0.155  0.09
H  -2.436  2.047  0.222  0.04
H  -1.495  1.220  1.362  0.07
H  -2.993  -0.286  0.411  0.13
H  -2.422  -0.116  -1.275  0.12
H  1.208  -2.535  0.335  0.11
H  1.897  -1.280  1.542  0.12
H  0.986  -0.752  -1.446  0.14
H  1.795  1.399  0.505  0.08
H  3.237  0.685  -0.222  0.09
H  2.010  1.433  -1.266  0.07
N  0.185  -0.599  0.516  -0.04
O  -1.194  -2.192  -0.400  0.09

Properties
HOMO level: -9.504 eV
Total charge: 0
SMILES: CCC(=O)N1C[C@@H]1C

=====

It comes down to A, which is 16.0 kcal/mol more stable than the next structure.

=====

## A
C6H11NO | wB97M-V/def2-TZVPD

Last column: Löwdin charge in e.
CARTESIAN COORDINATES (ANGSTROEM)
C  -1.503  0.736  0.162  -0.24
C  -1.584  -0.722  0.168  -0.24
C  0.810  -1.166  -0.111  -0.19
C  0.932  -0.057  1.133  -0.16
C  -0.364  1.465  -0.393  -0.14
C  1.553  0.018  -0.658  -0.21
H  -1.693  0.949  1.233  0.13
H  -2.451  0.966  -0.057  0.07
H  -2.612  -1.440  0.011  0.19
H  -1.226  -1.207  1.101  0.10
H  1.008  -2.151  0.201  0.12
H  2.024  -0.117  1.608  0.15
H  0.235  -0.247  1.948  0.10
H  -0.576  2.666  -0.387  0.16
H  -0.243  1.173  -1.503  0.11
H  2.634  -0.302  -0.353  0.15
H  1.156  0.335  -1.727  0.15
N  0.996  1.026  0.205  -0.10
O  -0.536  -1.181  -0.665  -0.16

Properties
HOMO level: -8.746 eV
Total charge: 0

=====

## B
C6H11NO | wB97M-V/def2-TZVPD

Last column: Löwdin charge in e.
CARTESIAN COORDINATES (ANGSTROEM)
C  -2.502  -0.212  -1.111  -0.14
C  2.784  -0.934  0.660  -0.04
C  -0.402  1.102  0.512  -0.10
C  1.357  -0.609  0.298  -0.40
N  0.652  -1.347  -0.504  0.11
C  0.778  0.559  0.892  -0.08
C  -1.109  2.188  0.296  0.02
O  -1.653  -0.432  0.003  -0.21
H  1.126  -2.168  -0.859  0.07
H  -0.804  -0.995  -0.299  0.04
H  1.318  1.044  1.696  0.11
H  -2.118  0.586  -1.755  0.08
H  -3.492  0.065  -0.749  0.08
H  -2.589  -1.129  -1.701  0.08
H  3.051  -1.951  0.368  0.07
H  3.460  -0.238  0.156  0.09
H  2.944  -0.828  1.735  0.08
H  -2.183  2.211  0.403  0.06
H  -0.617  3.090  -0.041  0.07

Properties
HOMO level: -7.962 eV
Total charge: 0
SMILES: [H]/N=C(\C)C=C=C.CO

=====

## C
C6H11NO | wB97M-V/def2-TZVPD

Last column: Löwdin charge in e.
CARTESIAN COORDINATES (ANGSTROEM)
C  1.934  0.851  0.150  0.03
C  1.704  -1.026  -0.091  -0.03
C  0.233  -1.160  0.217  -0.25
C  -1.357  -1.282  -0.030  -0.15
C  -1.064  1.515  -0.208  -0.10
C  0.276  0.987  0.151  -0.36
H  2.732  1.374  -0.477  0.08
H  2.426  1.177  1.184  0.10
H  2.247  -1.401  -0.930  0.09
H  2.242  -1.142  0.781  0.04
H  0.076  -1.099  1.378  0.15
H  -1.775  -2.013  0.771  0.13
H  -1.481  -1.701  -1.040  0.11
H  -1.984  0.279  1.262  0.12
H  -1.072  1.979  -1.285  0.16
H  -1.025  2.142  0.806  0.15
H  0.065  0.659  1.082  0.05
N  -1.831  0.175  0.200  -0.04
O  0.001  -0.099  -0.758  -0.26

Properties
HOMO level: -8.350 eV
Total charge: 0

=====

It comes down to B, which is 64.9 kcal/mol more stable than the next structure.